*A*
C17H17FN2O3S in the gas phase. Source: the Open Molecules 2025 dataset; level of theory: ωB97M-V/def2-TZVPD.

Charge: 0
Gap between HOMO and LUMO: 9.108 eV
Structure (SMILES): O=C(Nc1cccc(F)c1)c1ccc(S(=O)(=O)N2CCCC2)cc1
HOMO: -9.040 eV

Bonds (Å) are listed after each position.
Cartesian coordinates (Å):
1 O -2.7019 -3.4955 0.4688  C2 1.213
2 C -2.7282 -2.2928 0.3171  O1 1.213, N3 1.366, C16 1.493
3 N -3.8867 -1.6675 -0.0482  C2 1.366, C4 1.396, H15 1.014
4 C -4.2100 -0.3098 -0.0837  N3 1.396, C5 1.395, C9 1.392
5 C -5.1701 0.1247 -0.9971  C4 1.395, C6 1.382, H14 1.080
6 C -5.5294 1.4579 -1.0575  C5 1.382, C7 1.384, H13 1.079
7 C -4.9463 2.3840 -0.2096  C6 1.384, C8 1.383, H12 1.077
8 C -4.0127 1.9331 0.7059  C7 1.383, C9 1.382, F11 1.345
9 C -3.6382 0.6060 0.7948  C4 1.392, C8 1.382, H10 1.077
10 H -2.9251 0.3046 1.5438  C9 1.077
11 F -3.4565 2.8117 1.5594  C8 1.345
12 H -5.2097 3.4283 -0.2417  C7 1.077
13 H -6.2698 1.7798 -1.7731  C6 1.079
14 H -5.6298 -0.5906 -1.6626  C5 1.080
15 H -4.6322 -2.3063 -0.3004  N3 1.014
16 C -1.5016 -1.4502 0.4431  C2 1.493, C17 1.391, C21 1.394
17 C -0.6567 -1.6544 1.5295  C16 1.391, C18 1.385, H41 1.079
18 C 0.5213 -0.9344 1.6334  C17 1.385, C19 1.381, H40 1.079
19 C 0.8533 -0.0367 0.6381  C18 1.381, C20 1.382, S24 1.792
20 C 0.0361 0.1586 -0.4593  C19 1.382, C21 1.383, H23 1.078
21 C -1.1480 -0.5481 -0.5592  C16 1.394, C20 1.383, H22 1.080
22 H -1.7916 -0.4108 -1.4153  C21 1.080
23 H 0.3404 0.8660 -1.2133  C20 1.078
24 S 2.3932 0.8772 0.7165  C19 1.792, O25 1.432, O26 1.437, N27 1.686
25 O 2.1388 2.2537 0.4126  S24 1.432
26 O 3.0480 0.5636 1.9572  S24 1.437
27 N 3.1658 0.1963 -0.6182  S24 1.686, C28 1.456, C37 1.451
28 C 4.1701 1.0424 -1.2472  N27 1.456, H29 1.089, H30 1.094, C31 1.543
29 H 3.9639 2.0754 -0.9706  C28 1.089
30 H 4.0678 0.9418 -2.3317  C28 1.094
31 C 5.5492 0.5427 -0.7672  C28 1.543, H32 1.090, H33 1.088, C34 1.534
32 H 6.1552 0.2366 -1.6198  C31 1.090
33 H 6.0866 1.3178 -0.2254  C31 1.088
34 C 5.2324 -0.6563 0.1363  C31 1.534, H35 1.088, H36 1.089, C37 1.530
35 H 5.9480 -1.4683 0.0256  C34 1.088
36 H 5.1982 -0.3463 1.1802  C34 1.089
37 C 3.8210 -1.0576 -0.2978  N27 1.451, C34 1.530, H38 1.089, H39 1.094
38 H 3.2603 -1.5710 0.4815  C37 1.089
39 H 3.8399 -1.6758 -1.2005  C37 1.094
40 H 1.1894 -1.0545 2.4719  C18 1.079
41 H -0.9345 -2.3749 2.2837  C17 1.079

*B*
C17H17FN2O3S in the gas phase. Source: the Open Molecules 2025 dataset; level of theory: ωB97M-V/def2-TZVPD.

Charge: 0
Gap between HOMO and LUMO: 8.838 eV
Structure (SMILES): O=C(Nc1ccccc1NS(=O)(=O)c1ccc(F)cc1)C1CCC1
HOMO: -8.499 eV

Bonds (Å) are listed after each position.
Cartesian coordinates (Å):
1 O -2.1748 -2.2369 0.3317  C2 1.209
2 C -1.3546 -1.3577 0.4528  O1 1.209, N3 1.367, C31 1.516
3 N -0.5503 -0.8883 -0.5476  C2 1.367, C4 1.394, H30 1.010
4 C -0.4976 -1.2783 -1.8854  N3 1.394, C5 1.391, C9 1.401
5 C -1.2492 -2.3338 -2.3924  C4 1.391, C6 1.383, H29 1.077
6 C -1.1263 -2.7100 -3.7171  C5 1.383, C7 1.384, H28 1.079
7 C -0.2501 -2.0451 -4.5566  C6 1.384, C8 1.383, H27 1.079
8 C 0.4906 -0.9839 -4.0676  C7 1.383, C9 1.386, H26 1.081
9 C 0.3755 -0.5947 -2.7419  C4 1.401, C8 1.386, N10 1.418
10 N 1.1387 0.4888 -2.2390  C9 1.418, S11 1.695, H25 1.011
11 S 0.3153 1.9183 -1.8485  N10 1.695, O12 1.429, O13 1.433, C14 1.796
12 O -1.0970 1.7224 -1.9368  S11 1.429
13 O 0.9356 2.9730 -2.5943  S11 1.433
14 C 0.7561 2.1645 -0.1252  S11 1.796, C15 1.383, C19 1.383
15 C 2.0677 1.9986 0.2816  C14 1.383, C16 1.384, H24 1.078
16 C 2.4150 2.2738 1.5930  C15 1.384, C17 1.387, H23 1.078
17 C 1.4295 2.7198 2.4608  C16 1.387, C18 1.386, F22 1.342
18 C 0.1149 2.8983 2.0610  C17 1.386, C19 1.385, H21 1.078
19 C -0.2180 2.6172 0.7463  C14 1.383, C18 1.385, H20 1.079
20 H -1.2240 2.7419 0.3774  C19 1.079
21 H -0.6183 3.2520 2.7682  C18 1.078
22 F 1.7621 2.9862 3.7335  C17 1.342
23 H 3.4262 2.1540 1.9477  C16 1.078
24 H 2.8055 1.6576 -0.4261  C15 1.078
25 H 1.8933 0.7336 -2.8663  N10 1.011
26 H 1.1696 -0.4470 -4.7151  C8 1.081
27 H -0.1485 -2.3396 -5.5896  C7 1.079
28 H -1.7187 -3.5301 -4.0925  C6 1.079
29 H -1.9277 -2.8517 -1.7361  C5 1.077
30 H 0.0855 -0.1394 -0.3109  N3 1.010
31 C -1.0620 -0.6610 1.7676  C2 1.516, H32 1.091, C33 1.536, C39 1.544
32 H -1.2689 0.4046 1.6571  C31 1.091
33 C -1.7085 -1.2859 3.0135  C31 1.536, H34 1.087, H35 1.088, C36 1.536
34 H -2.4590 -0.6778 3.5119  C33 1.087
35 H -2.1326 -2.2631 2.7924  C33 1.088
36 C -0.3313 -1.3471 3.6907  C33 1.536, H37 1.087, H38 1.088, C39 1.537
37 H -0.0426 -2.3186 4.0841  C36 1.087
38 H -0.2043 -0.5994 4.4706  C36 1.088
39 C 0.3332 -0.9458 2.3644  C31 1.544, C36 1.537, H40 1.089, H41 1.089
40 H 1.0107 -0.0950 2.4110  C39 1.089
41 H 0.8392 -1.7744 1.8716  C39 1.089

Which structure loses on stability? *B* does.

*A*
C5H6N2S in the gas phase. Source: the Open Molecules 2025 dataset; level of theory: ωB97M-V/def2-TZVPD.

Charge: 0
Gap between HOMO and LUMO: 9.318 eV
Structure (SMILES): N#C[C@]1(N)C=CSC1
HOMO: -8.626 eV

Bonds (Å) are listed after each position.
Cartesian coordinates (Å):
1 C -1.7114 -1.1954 0.0291  C5 1.433, N6 1.141
2 C 0.0686 -0.4365 -1.3937  C3 1.368, C5 1.584, H9 1.058
3 C 1.4049 -0.6860 -1.2403  C2 1.368, S8 1.721, H10 1.104
4 C 0.3716 -0.7706 1.0917  C5 1.553, S8 1.833, H11 1.092, H12 1.067
5 C -0.6273 -0.2588 0.0182  C1 1.433, C2 1.584, C4 1.553, N7 1.461
6 N -2.5858 -1.9265 -0.0329  C1 1.141
7 N -1.0409 1.1297 0.2056  C5 1.461, H13 1.069, H14 1.055
8 S 2.0416 -0.8925 0.3454  C3 1.721, C4 1.833
9 H -0.4254 -0.1593 -2.2876  C2 1.058
10 H 2.0522 -0.6568 -2.1339  C3 1.104
11 H 0.4090 -0.1682 2.0017  C4 1.092
12 H 0.2182 -1.7190 1.5559  C4 1.067
13 H -2.0658 1.0945 -0.0969  N7 1.069
14 H -0.2842 1.6239 -0.3381  N7 1.055

*B*
C5H6N2S in the gas phase. Source: the Open Molecules 2025 dataset; level of theory: ωB97M-V/def2-TZVPD.

Charge: 0
Gap between HOMO and LUMO (spin up / spin down): 7.820 / 6.757 eV
HOMO (spin up / spin down): -8.473 / -8.136 eV

Bonds (Å) are listed after each position.
Cartesian coordinates (Å):
1 C 0.1409 -0.7513 -1.0401  C2 1.384, C3 1.450, H9 1.093
2 C 0.4923 -1.9791 -0.5059  C1 1.384, N6 1.400, H10 1.059
3 C -0.5907 -0.1199 0.0404  C1 1.450, C4 1.335, C5 1.510
4 C -0.2744 -0.7437 1.1773  C3 1.335, N6 1.346
5 C -0.9869 1.3362 -0.0027  C3 1.510, N7 1.504, H11 1.104, H12 1.068
6 N 0.3156 -1.9171 0.8817  C2 1.400, C4 1.346, H13 0.978
7 N 0.2429 2.1910 0.1306  C5 1.504, S8 1.632, H14 1.076
8 S 0.9151 2.5667 1.5696  N7 1.632
9 H 0.0463 -0.3139 -2.0372  C1 1.093
10 H 1.1652 -2.6544 -0.9669  C2 1.059
11 H -1.4515 1.6048 -0.9678  C5 1.104
12 H -1.5835 1.5838 0.8473  C5 1.068
13 H 0.7197 -2.5469 1.5111  N6 0.978
14 H 0.8490 1.7438 -0.6373  N7 1.076

*C*
2 unconnected molecules or ions with the total composition C5H6N2S. Source: the Open Molecules 2025 dataset; level of theory: ωB97M-V/def2-TZVPD.

Charge: 0
Gap between HOMO and LUMO: 8.199 eV
HOMO: -8.500 eV

Bonds (Å) are listed after each position.
Cartesian coordinates (Å):
1 C -2.2873 0.5729 -0.1637  C2 1.357, N6 1.371, H9 1.071
2 C -1.1899 -0.2200 -0.2519  C1 1.357, N7 1.381, H10 1.070
3 C -0.6345 1.8675 0.1761  N6 1.285, N7 1.388, H11 1.072
4 C 1.2038 0.3146 -0.0173  N7 1.338, S8 1.593
5 C 1.6779 -1.8673 0.1207  H12 1.074, H13 1.071, H14 1.072
6 N -1.9183 1.8642 0.1137  C1 1.371, C3 1.285
7 N -0.1024 0.6037 -0.0400  C2 1.381, C3 1.388, C4 1.338
8 S 2.4698 1.2803 0.0156  C4 1.593
9 H -3.3209 0.3176 -0.2762  C1 1.071
10 H -1.0757 -1.2617 -0.4666  C2 1.070
11 H -0.0114 2.7145 0.3826  C3 1.072
12 H 0.8806 -2.2474 0.7309  C5 1.074
13 H 2.6379 -1.7915 0.5899  C5 1.071
14 H 1.6704 -2.1473 -0.9138  C5 1.072

Which structure loses on stability? *B* does.

*A*
2 unconnected molecules or ions with the total composition C2H8N6. Source: the Open Molecules 2025 dataset; level of theory: ωB97M-V/def2-TZVPD.

Charge: +2
Gap between HOMO and LUMO: 10.419 eV
HOMO: -18.486 eV

Bonds (Å) are listed after each position.
Cartesian coordinates (Å):
1 C 1.3001 1.0736 0.9153  N3 1.168, N5 1.217
2 C -1.1741 0.3743 -0.9107  N4 1.194, N6 1.265
3 N 1.6663 2.0509 1.4398  C1 1.168, H9 1.008
4 N -1.6015 -0.6094 -0.3868  C2 1.194, N7 1.321
5 N 0.8112 0.2321 0.1838  C1 1.217, N8 1.444
6 N -1.0068 1.3487 -1.7007  C2 1.265, H10 1.080, H11 1.073
7 N -1.6865 -1.6008 0.4820  N4 1.321, H12 1.058, H13 0.958
8 N 1.3392 -1.1068 0.0670  N5 1.444, H14 1.042, H15 1.043, H16 1.032
9 H 1.9179 2.4887 2.3127  N3 1.008
10 H -1.8410 1.9010 -2.1074  N6 1.080
11 H -0.0540 1.7525 -1.9832  N6 1.073
12 H -1.8795 -1.2204 1.4502  N7 1.058
13 H -2.3632 -2.1992 0.1637  N7 0.958
14 H 1.5113 -1.3501 -0.9317  N8 1.042
15 H 0.7735 -1.8023 0.6004  N8 1.043
16 H 2.2871 -1.3329 0.4056  N8 1.032

*B*
A gas-phase ion, C2H8N6 (charge +2). Source: the Open Molecules 2025 dataset; level of theory: ωB97M-V/def2-TZVPD.

Charge: +2
Gap between HOMO and LUMO (spin up / spin down): 7.189 / 7.945 eV
HOMO (spin up / spin down): -18.056 / -18.543 eV

Bonds (Å) are listed after each position.
Cartesian coordinates (Å):
1 C -0.8271 -0.6715 0.1012  C2 1.617, N3 1.350, N6 1.286
2 C -0.9518 0.9316 -0.0717  C1 1.617, N4 1.239, N5 1.425
3 N 0.3848 -1.2274 0.3130  C1 1.350, N7 1.239
4 N -2.0303 1.4222 -0.4330  C2 1.239, H9 1.016
5 N 0.3249 1.5377 0.1087  C2 1.425, N8 1.405, H10 0.978
6 N -2.0141 -1.1152 0.3201  C1 1.286, H11 0.973, H12 1.059
7 N 0.9286 -2.2046 -0.2199  N3 1.239, H13 1.066, H14 1.043
8 N 1.4178 0.6551 0.0648  N5 1.405, H15 1.076, H16 1.035
9 H -2.1022 2.4334 -0.5040  N4 1.016
10 H 0.3767 2.1963 0.8300  N5 0.978
11 H -2.7573 -0.5058 0.1688  N6 0.973
12 H -2.2391 -2.0824 0.6870  N6 1.059
13 H 1.8991 -2.4671 0.1341  N7 1.066
14 H 0.3864 -2.8170 -0.8674  N7 1.043
15 H 1.6212 0.3899 -0.9579  N8 1.076
16 H 2.2808 0.9704 0.5411  N8 1.035

Which structure loses on stability? *B* does.